# 1
Entry from the OMol25 dataset: C4H5NO in the gas phase at a distorted geometry (wB97M-V/def2-TZVPD).

Total charge: 0
Structure (SMILES): N#C[C@@H]1C[C@@H]1O

Each line ends with the Löwdin charge.
Atoms and positions in Å:
N  2.61040  0.80482  0.36956  0.151
C  1.60026  0.25741  0.51182  -0.198
C  0.31090  -0.36464  0.67803  -0.205
C  -0.36904  -1.01717  -0.50853  -0.042
C  -0.88364  0.27798  -0.01265  -0.338
O  -0.64122  1.29024  -0.92567  0.003
H  0.14520  -0.80033  1.66099  0.141
H  -0.87873  -1.96297  -0.36626  0.112
H  0.11210  -0.85566  -1.46102  0.122
H  -1.81450  0.34366  0.55014  0.148
H  -0.19172  2.02667  -0.49642  0.106

# 2
Entry from the OMol25 dataset: a molecular structure, C4H5NO at a distorted geometry (wB97M-V/def2-TZVPD).

Total charge: 0

Each line ends with the Löwdin charge.
Atoms and positions in Å:
N  3.01486  -0.32425  -0.04065  0.170
C  1.87133  -0.15774  0.04027  -0.156
C  0.60410  0.47914  0.20967  -0.356
C  -0.47856  0.08021  -0.78592  -0.070
C  -1.18059  -0.43403  0.47778  -0.155
O  -0.08766  -0.04838  1.32777  -0.063
H  0.82997  1.56044  0.29225  0.166
H  -0.93164  0.93593  -1.27841  0.111
H  -0.21113  -0.67721  -1.52755  0.119
H  -2.08855  0.09604  0.76285  0.116
H  -1.34215  -1.51015  0.52194  0.118

# 3
Entry from the OMol25 dataset: C4H5NO in the gas phase at a distorted geometry (wB97M-V/def2-TZVPD).

Total charge: 0
Structure (SMILES): Oc1cc[nH]c1

Each line ends with the Löwdin charge.
Atoms and positions in Å:
O  -0.31035  -1.82123  -1.20521  0.074
C  -0.13893  -0.69393  -0.47987  -0.365
C  -0.95272  -0.09229  0.45372  -0.057
C  -0.08119  0.74842  1.23994  -0.134
N  0.95715  1.06792  0.40212  -0.029
C  0.85382  0.27069  -0.71304  -0.087
H  -1.23470  -2.09868  -1.15394  0.113
H  -2.01811  0.04469  0.26535  0.112
H  0.16657  0.39887  2.24925  0.110
H  1.82043  1.52648  0.66276  0.145
H  0.93803  0.64906  -1.72109  0.118

# 4
Entry from the OMol25 dataset: 2 unconnected molecules or ions with the total composition C4H5NO at a distorted geometry (wB97M-V/def2-TZVPD).

Total charge: 0
Structure (SMILES): CC=C=O.C#N

Each line ends with the Löwdin charge.
Atoms and positions in Å:
C  -1.67256  -0.09975  0.00618  -0.106
C  -0.53856  0.81006  0.41976  -0.153
C  0.70430  1.01395  0.08169  -0.268
O  1.81670  1.33821  -0.11283  0.103
H  -1.39244  -1.14638  -0.14388  0.049
H  -2.10860  0.26693  -0.92968  0.071
H  -2.44935  -0.07240  0.77727  0.069
H  -0.74036  1.80546  0.84069  0.123
C  2.13471  -1.33418  -0.31956  -0.056
N  1.08498  -1.79416  -0.19103  0.098
H  3.08831  -0.86024  -0.43273  0.072

# 5
Entry from the OMol25 dataset: C4H5NO in the gas phase at a distorted geometry (wB97M-V/def2-TZVPD).

Total charge: 0
Structure (SMILES): Oc1ccc[nH]1

Each line ends with the Löwdin charge.
Atoms and positions in Å:
O  -1.74050  0.74002  -1.04875  0.075
C  -0.72888  0.24123  -0.30036  -0.401
C  -0.15061  0.66052  0.84026  -0.089
C  1.04686  -0.09094  1.01952  -0.142
C  1.02314  -1.10786  0.06725  -0.115
N  -0.07092  -0.87820  -0.73343  0.090
H  -2.04352  1.52659  -0.57906  0.114
H  -0.32570  1.52504  1.46338  0.105
H  1.70074  0.76298  0.95127  0.104
H  1.63629  -1.98475  -0.13221  0.104
H  -0.34691  -1.39463  -1.54787  0.155

# 6
Entry from the OMol25 dataset: C4H5NO in the gas phase (wB97M-V/def2-TZVPD).

Total charge: 0
Structure (SMILES): C#C/C(C)=N/O

Each line ends with the Löwdin charge.
Atoms and positions in Å:
C  2.61720  -0.41820  -0.26931  0.129
C  1.44412  -0.15568  -0.20401  -0.087
C  0.04759  0.16292  -0.05628  -0.371
C  -0.91256  -0.93724  0.30556  -0.024
N  -0.23134  1.40558  -0.20697  0.036
O  -1.57054  1.67094  -0.01024  -0.056
H  3.66519  -0.61395  -0.31432  0.029
H  -0.99199  -1.65901  -0.51439  0.090
H  -0.53494  -1.47411  1.18167  0.088
H  -1.90134  -0.53294  0.52221  0.069
H  -1.59068  2.63528  -0.04288  0.098

# 7
Entry from the OMol25 dataset: a molecular structure, C4H5NO at a distorted geometry (wB97M-V/def2-TZVPD).

Total charge: 0

Each line ends with the Löwdin charge.
Atoms and positions in Å:
C  -1.11984  -0.10835  0.73984  -0.054
C  -0.15749  0.85364  0.16524  -0.305
O  1.19513  0.55306  0.41176  -0.098
C  1.32735  0.22380  -0.91872  -0.056
C  1.52361  -1.11405  -1.07355  -0.242
N  1.85347  -2.14033  -1.42182  0.212
H  -1.10465  -0.11165  1.82904  0.089
H  -2.13905  0.12269  0.43554  0.088
H  -0.90702  -1.12359  0.41579  0.082
H  -0.31152  1.89926  0.42616  0.138
H  -0.15998  0.94552  -1.00929  0.147

# 8
Entry from the OMol25 dataset: 2 unconnected molecules or ions with the total composition C4H5NO at a distorted geometry (wB97M-V/def2-TZVPD).

Total charge: 0

Each line ends with the Löwdin charge.
Atoms and positions in Å:
N  -2.10939  -0.68108  0.03898  0.120
C  -1.68257  0.47172  0.32272  -0.320
O  -0.38570  0.74978  0.38892  -0.143
C  0.39446  -0.39478  0.08694  -0.218
C  1.90031  0.98256  0.30226  0.091
C  2.28156  -0.41446  0.22709  -0.030
H  -3.12216  -0.66326  0.04987  0.058
H  -2.22328  1.38594  0.55214  0.139
H  0.24824  -0.76122  -0.92734  0.105
H  0.22499  -1.18934  0.83092  0.113
H  4.47255  0.44921  0.22180  0.086

# 9
Entry from the OMol25 dataset: C4H5NO in the gas phase at a distorted geometry (wB97M-V/def2-TZVPD).

Total charge: 0
Structure (SMILES): O=C1CC=CN1

Each line ends with the Löwdin charge.
Atoms and positions in Å:
O  -0.71710  -0.43165  -1.88145  0.105
C  -0.38419  -0.64516  -0.74497  -0.491
C  1.00481  -0.64961  -0.12685  -0.084
C  0.75707  0.68997  0.55258  -0.076
C  -0.57687  0.84243  0.67284  -0.105
N  -1.23259  -0.41904  0.38011  0.062
H  1.73531  -0.63984  -0.93399  0.117
H  1.19628  -1.45725  0.59315  0.120
H  1.55197  1.37675  0.82124  0.103
H  -1.13845  1.77195  0.59188  0.127
H  -2.19625  -0.43856  0.07546  0.122

# 10
Entry from the OMol25 dataset: 2 unconnected molecules or ions with the total composition C4H5NO (wB97M-V/def2-TZVPD).

Total charge: 0
Structure (SMILES): C#CCN=C=O.[H][H]

Each line ends with the Löwdin charge.
Atoms and positions in Å:
C  1.22605  -2.12375  -0.81348  0.120
C  1.17644  -0.97911  -0.44669  -0.120
C  1.11319  0.41925  -0.00218  -0.216
N  -0.19601  1.01883  -0.12777  0.095
C  -1.17905  0.80082  -0.79550  -0.341
O  -2.19085  0.69594  -1.37775  0.152
H  1.26897  -3.14142  -1.13660  0.031
H  1.82939  1.02091  -0.57369  0.122
H  1.41199  0.48590  1.04852  0.118
H  -2.55094  0.85678  2.29546  0.033
H  -1.90917  0.94585  1.92968  0.006

What are the relative energy (zero: lowest compared OMol25 entry of this formula, charge and spin) values for these records? In order: 134.4; 175.7; 342.7; 202.7; 205.3; 332.3; 510.1; 1114.5; 156.1; 280.6 kJ/mol.